Below is an isolated molecule of C2H4N4O, with properties calculated with ωB97M-V/def2-TZVPD.

The geometry in XYZ format:
```
11
Properties=species:S:1:pos:R:3:forces:R:3:lowdin_charge:R:1
N 2.20825 0.43387 0.08348 -0.013 -0.020 -0.091 0.111
C 0.87987 0.05439 0.03067 0.105 -0.161 0.005 -0.495
N 0.50633 -1.20272 0.17458 0.127 0.309 -0.057 0.080
N -0.85072 -1.08529 0.12300 -0.237 -0.007 -0.083 0.054
C -1.19122 0.19035 -0.07734 0.148 -0.290 0.067 -0.472
O -2.49003 0.50593 -0.22688 0.007 0.000 0.062 0.097
N -0.13043 0.96309 -0.13534 -0.175 -0.213 0.053 0.178
H 2.83496 -0.35140 -0.03263 -0.068 0.116 0.011 0.086
H 2.43183 1.20302 -0.53213 -0.051 -0.040 0.101 0.086
H -1.45753 -1.88615 0.17508 0.093 0.069 0.009 0.157
H -2.74132 1.17491 0.41750 0.064 0.237 -0.077 0.119
```
Positions in Å, forces in eV/Å.

Its net charge is 0. The calculation puts the HOMO-LUMO gap at 0.341 Eh. The value obtained for the total energy is -10146.8263 eV.

Below is an isolated molecule of C2H4N4O, with properties calculated with ωB97M-V/def2-TZVPD.

The geometry in XYZ format:
```
11
Properties=species:S:1:pos:R:3:forces:R:3:lowdin_charge:R:1
N 0.22345 1.65115 -0.68641 -1.119 1.449 0.472 0.149
C 0.27227 0.35282 -0.32157 -0.697 -0.574 0.673 -0.422
N 1.05489 -0.55477 -0.86807 1.251 2.507 -2.040 0.105
C 0.73254 -1.67130 -0.31178 -2.243 -2.020 3.277 -0.257
N -0.22564 -1.59819 0.63133 0.490 0.206 -0.532 0.098
N -0.45983 -0.24996 0.64307 1.693 -0.725 -1.298 -0.194
O -1.53746 0.28267 1.19817 -1.620 0.764 0.632 0.065
H -0.61276 2.27248 -0.50457 1.644 -1.468 -0.421 0.136
H 0.80627 1.80102 -1.49082 -0.217 0.465 -0.134 0.095
H 1.16088 -2.63233 -0.44618 0.519 -0.464 -0.525 0.094
H -1.41463 0.34640 2.15683 0.299 -0.141 -0.104 0.130
```
Positions in Å, forces in eV/Å.

Its net charge is 0. The calculation puts the HOMO-LUMO gap at 0.338 Eh. The value obtained for the total energy is -10144.7118 eV.

Below is an isolated molecule of C2H4N4O, with properties calculated with ωB97M-V/def2-TZVPD.

The geometry in XYZ format:
```
11
Properties=species:S:1:pos:R:3:forces:R:3:lowdin_charge:R:1
C -1.67677 0.29224 -0.16998 -0.252 0.577 -0.850 -0.116
N -0.64281 -0.51956 0.44861 2.012 -1.341 0.040 -0.046
C 0.68484 -0.12054 0.28266 -2.395 -1.582 -0.566 -0.454
N 1.68502 -1.07367 0.28884 0.768 1.081 0.716 0.100
N 2.74334 -0.41915 0.08679 0.151 -0.703 -0.631 0.036
O 2.43462 0.86915 -0.18212 0.739 -0.126 0.406 -0.065
N 1.10502 1.04140 -0.04828 -0.324 0.945 0.099 0.110
H -2.23884 -0.38911 -0.89850 0.190 1.225 1.303 0.098
H -2.29292 0.80945 0.65791 0.609 -0.881 -1.706 0.101
H -1.14821 1.07789 -0.82371 -1.015 -0.964 1.069 0.089
H -0.65329 -1.56810 0.35778 -0.483 1.769 0.119 0.146
```
Positions in Å, forces in eV/Å.

Its net charge is 0. The calculation puts the HOMO-LUMO gap at 0.374 Eh. The value obtained for the total energy is -10143.5872 eV.

Below is an isolated molecule of C2H4N4O, with properties calculated with ωB97M-V/def2-TZVPD.

The geometry in XYZ format:
```
11
Properties=species:S:1:pos:R:3:forces:R:3:lowdin_charge:R:1
H 2.56986 -1.40969 -0.01040 0.019 0.170 0.023 0.046
N 2.42236 -0.40237 -0.02498 -0.482 -0.184 -0.003 0.137
C 1.18905 -0.12374 0.00938 0.175 0.012 -0.048 -0.494
N 0.02888 -0.90951 0.05928 0.112 0.092 -0.047 0.173
C -1.03346 -0.03868 -0.00004 0.137 0.327 0.032 -0.474
N -2.33379 -0.48255 -0.09912 -0.081 -0.041 0.159 0.133
N -0.67036 1.19614 0.01548 -0.274 -0.419 -0.019 0.121
O 0.74325 1.16051 0.00930 0.272 -0.051 0.020 -0.001
H -0.00775 -1.85964 -0.27141 0.017 0.086 0.042 0.156
H -2.58653 -1.14577 0.62672 0.026 0.103 -0.169 0.101
H -2.98474 0.29359 -0.12998 0.079 -0.096 0.009 0.102
```
Positions in Å, forces in eV/Å.

Its net charge is 0. The calculation puts the HOMO-LUMO gap at 0.343 Eh. The value obtained for the total energy is -10145.6111 eV.

Question: Look up the net charge of the first one.
Answer: 0